No. 1
24
Properties=species:S:1:pos:R:3 method="wB97M-V/def2-TZVPD" charge=+2 relative_energy_kj_mol=200.1 energy_ha=-478.82092 mol_weight_g_mol=130.16 orbital_gap_ev="11.47 / 3.06" e_homo_ev="-18.9001 / -18.3967" multiplicity=2
C -0.156 2.766 -0.473
C 0.426 2.308 0.882
C -1.064 0.928 2.114
N -0.204 1.006 1.185
H -0.005 2.040 -1.276
H -1.208 3.027 -0.460
H 0.410 3.655 -0.760
H 1.506 2.188 0.788
H 0.304 3.051 1.665
H -1.683 0.060 2.310
H -1.165 1.678 2.896
H 0.075 0.210 0.459
H 2.572 -3.097 0.437
H 3.606 -2.392 -0.544
O 2.796 -2.264 -0.038
H -1.553 -1.933 0.175
H -2.970 -2.382 0.840
O -2.250 -1.689 0.832
H 0.340 -0.848 -3.926
H -0.901 -0.213 -3.350
O -0.132 -0.734 -3.093
H 0.500 -0.844 -1.335
H 0.891 -1.651 -0.053
O 0.251 -0.994 -0.392


No. 2
25
Properties=species:S:1:pos:R:3 method="wB97M-V/def2-TZVPD" smiles=CC(C)N.O.O.O.O relative_energy_kj_mol=83.9 energy_ha=-480.17510 mol_weight_g_mol=131.17 orbital_gap_ev=10.25 e_homo_ev=-9.6421
C -0.176 -2.910 -0.873
C -0.956 -1.732 -0.424
C -0.751 -1.510 1.109
N -0.526 -0.465 -1.098
H 0.386 -2.788 -1.816
H 0.712 -3.001 -0.239
H -0.713 -3.860 -0.931
H -2.042 -1.677 -0.620
H -1.213 -2.377 1.588
H 0.305 -1.452 1.350
H -1.157 -0.529 1.362
H -1.269 0.000 -1.608
H 0.147 -0.592 -1.849
O 0.287 0.910 3.102
H -0.150 1.739 2.889
H 0.836 1.158 3.838
O 0.933 1.803 -0.587
H 0.031 1.971 -0.286
H 0.920 0.819 -0.460
O 0.292 1.738 -3.253
H 0.882 0.971 -3.371
H 0.209 1.732 -2.279
O 0.967 3.158 1.819
H 1.674 3.073 1.155
H 0.371 3.822 1.483


No. 3
25
Properties=species:S:1:pos:R:3 method="wB97M-V/def2-TZVPD" smiles=CCCN.O.O.O.O relative_energy_kj_mol=245.0 energy_ha=-480.11374 mol_weight_g_mol=131.17 orbital_gap_ev=9.29 e_homo_ev=-8.7892
C -0.663 -4.237 -0.942
C -0.080 -3.370 0.261
C -1.002 -2.114 0.549
N -0.312 -0.860 0.856
H 0.133 -4.223 -1.705
H -1.636 -4.157 -1.476
H -0.687 -5.230 -0.488
H -0.205 -4.049 1.141
H 0.771 -2.988 -0.206
H -1.455 -2.476 1.434
H -1.752 -2.109 -0.255
H -0.323 -0.174 0.113
H 0.714 -0.997 1.095
O -3.742 5.295 2.737
H -3.435 5.998 3.184
H -3.850 4.633 3.510
O 1.594 1.510 -1.826
H 1.475 1.824 -0.903
H 0.862 2.016 -2.250
O 5.371 3.125 1.620
H 4.400 2.989 1.491
H 5.685 3.183 2.468
O -0.792 2.178 -3.184
H -0.519 1.342 -3.429
H -0.552 2.891 -3.795


No. 4
27
Properties=species:S:1:pos:R:3 method="wB97M-V/def2-TZVPD" smiles=OCNCCS.O.O.O.O relative_energy_kj_mol=20.1 energy_ha=-953.59294 mol_weight_g_mol=179.24 orbital_gap_ev=9.44 e_homo_ev=-9.0754
O 1.389 0.729 -1.140
C 0.181 0.906 -1.888
N -0.772 -0.201 -1.992
C -0.839 -1.069 -0.833
C -2.239 -1.010 -0.176
S -2.486 -1.619 1.473
H 1.802 -0.110 -1.396
H -0.359 1.682 -1.359
H 0.465 1.374 -2.830
H -0.441 -0.773 -2.750
H -0.699 -2.118 -1.132
H -0.067 -0.906 -0.049
H -2.868 -0.105 -0.108
H -2.949 -1.506 -0.885
H -1.849 -2.801 1.270
O 1.600 -0.419 1.768
H 1.408 0.418 1.313
H 1.801 0.023 2.607
O 1.961 2.486 1.660
H 1.833 2.341 0.717
H 1.129 2.751 2.078
O 1.614 -2.369 -0.802
H 1.351 -1.652 -0.181
H 2.192 -2.882 -0.214
O -0.813 2.559 1.844
H -1.724 2.247 1.945
H -0.623 2.023 1.059


No. 5
27
Properties=species:S:1:pos:R:3 method="wB97M-V/def2-TZVPD" charge=-1 relative_energy_kj_mol=239.4 energy_ha=-651.13837 mol_weight_g_mol=165.16 orbital_gap_ev=8.44 e_homo_ev=-4.9153
C -1.080 1.493 -1.180
C 0.405 1.757 -1.767
O 1.443 1.326 -0.931
C -1.132 -0.128 -0.772
O -0.108 -0.483 0.067
H -1.993 1.740 -1.765
H -1.034 2.314 -0.442
H 0.596 1.448 -2.677
H 0.542 2.777 -1.641
H 0.978 0.388 -0.482
H -2.094 -0.209 -0.302
H -1.112 -0.766 -1.679
H 1.495 -2.484 1.953
H 0.768 -1.847 0.727
O 0.869 -2.706 1.251
H -0.555 0.622 2.298
H -1.498 1.204 1.622
O -1.450 0.864 2.456
H 2.028 1.848 2.057
H 1.735 0.458 1.480
O 2.061 0.966 2.230
H -1.635 -2.019 0.637
H -1.309 -2.144 2.197
O -1.962 -2.304 1.502
H 0.834 -1.299 -2.835
H 1.659 -1.202 -1.619
O 1.550 -1.614 -2.386